No. 1
This record from OMol25 describes a gas-phase ion, C8H25N4Si (charge +1). The level of theory is ωB97M-V/def2-TZVPD.

XYZ file:
```
38
Properties=species:S:1:pos:R:3:forces:R:3:nbo_charge:R:1
H -0.02984 -1.14360 1.47722 -0.62 -1.62 -0.18 0.45
H 0.47893 1.70026 -2.86809 -0.51 1.17 -0.36 0.21
C 1.39793 0.02615 2.17480 2.43 -1.53 1.31 -0.42
C -0.96932 0.36767 2.36011 -2.20 0.64 -2.19 -0.44
H 1.04732 -2.60966 0.58811 0.09 -1.53 -0.06 0.18
H -0.03293 3.67099 -1.19023 -0.85 -1.37 -0.23 0.21
H -0.97336 0.26299 3.42297 1.15 -0.34 0.74 0.23
H -0.73717 3.72741 0.34417 -0.56 1.01 1.15 0.21
C -2.33393 2.14223 -0.45441 -3.69 -2.87 0.59 -0.40
Si -0.19380 0.32054 -0.50767 -0.37 -2.66 1.70 2.12
H 2.27311 -0.56324 1.73614 -1.34 0.86 0.20 0.22
N -1.01001 1.80123 -0.19354 2.34 0.19 -1.64 -0.91
H -1.08173 1.45327 2.08756 -0.11 -1.17 0.49 0.23
H 0.16355 -3.90695 1.53939 0.28 0.29 2.21 0.22
H 1.31021 -0.32314 3.22114 0.10 -0.06 -0.38 0.21
H 1.47509 0.37582 -3.41680 0.42 -0.02 -1.78 0.21
H -1.92713 -0.20396 2.08352 1.30 1.02 -0.07 0.22
C -0.24864 3.04231 -0.28378 2.38 0.32 0.03 -0.43
H 0.75356 2.88959 0.11825 0.10 -0.04 0.21 0.20
H -2.16105 -1.33812 -0.67335 0.36 -0.08 -0.60 0.24
H 2.36773 1.70645 -2.46711 -1.89 -0.31 -1.27 0.21
H -3.04433 1.27855 -0.21905 0.85 0.88 -0.11 0.20
N 0.14743 -0.16966 1.52305 -0.55 2.02 -0.28 -0.70
C 2.12617 -0.89145 -1.46735 0.90 1.41 1.84 -0.42
H 1.66953 1.04203 2.27834 0.30 1.24 -0.32 0.21
C 0.20709 -3.33404 0.66064 -1.67 0.85 -0.92 -0.44
H 1.67865 -1.81856 -1.10991 -0.23 0.07 -0.42 0.21
H 2.89053 -0.61703 -0.68557 -0.42 -0.48 -0.70 0.20
C 1.37637 1.16406 -2.72479 2.33 -1.10 3.58 -0.38
H -2.70946 2.95839 0.12292 0.11 0.69 0.63 0.21
H -2.54193 2.33790 -1.46186 -0.16 0.63 -1.73 0.19
H 2.72322 -1.05557 -2.37521 -0.75 0.20 -0.05 0.23
H 0.18230 -4.28846 0.04681 0.14 1.86 -0.96 0.22
H -0.70854 -2.02006 -1.60385 -0.67 0.42 1.76 0.23
H -1.87686 -2.80310 0.97928 1.45 0.71 -1.11 0.40
N -0.98282 -2.35518 0.63373 0.39 -2.34 -0.26 -0.70
N 1.17664 0.26937 -1.50057 -0.26 -0.12 -0.37 -0.96
C -1.08039 -1.55622 -0.60810 -0.55 1.16 -0.47 -0.66
```
Positions in Å, forces in eV/Å.

As for the SMILES: CNC[Si](N(C)C)(N(C)C)[NH+](C)C. Its relative energy (zero: lowest compared OMol25 entry of this formula, charge and spin) is 0.0 kJ/mol. As for the total charge: +1. The value obtained for the frontier orbital gap is 9.77 eV.


No. 2
This record from OMol25 describes a molecular structure, C8H26CaN8O6. The level of theory is ωB97M-V/def2-TZVPD.

XYZ file:
```
49
Properties=species:S:1:pos:R:3:forces:R:3:nbo_charge:R:1
O 14.50661 17.58446 12.91062 0.45 -0.01 0.34 -0.71
H 17.86295 21.14244 17.40727 0.06 -0.17 1.28 0.10
O 16.52938 19.54426 13.04285 0.86 -0.35 -0.32 -0.78
H 18.95977 14.48978 16.07173 -0.11 -0.04 0.62 0.18
H 11.14395 18.02848 16.67994 0.17 -0.22 0.08 0.40
N 14.59068 17.09102 10.69253 5.16 0.18 -3.37 -0.85
C 16.62244 20.12699 11.95622 -1.54 -0.93 4.84 0.67
H 18.05850 16.74704 16.31595 0.65 0.39 -0.59 0.14
H 16.88907 15.84305 16.97641 -0.39 -1.02 0.26 0.13
H 17.46977 20.37907 10.17129 0.55 -0.33 0.16 0.35
N 13.89245 22.60381 14.66090 2.21 2.04 4.64 -0.84
C 17.32731 16.00647 15.99186 -1.06 0.60 -1.27 -0.04
N 15.85679 21.07268 11.60381 -3.89 4.44 -1.68 -0.91
H 12.56161 21.22907 12.34298 -0.12 0.61 -0.56 0.39
N 12.89486 21.97112 12.94167 -3.09 0.61 -5.00 -0.93
H 18.28175 19.38491 11.44424 0.23 -0.06 -0.91 0.41
C 13.54871 21.58551 13.95668 0.39 -1.04 0.04 0.66
O 13.80704 20.42891 14.15951 0.55 -2.58 1.17 -0.74
N 17.53205 19.96062 11.08841 4.97 -2.72 -2.62 -0.85
C 17.61040 21.70726 15.52920 -0.21 0.91 -1.55 -0.62
C 16.98702 21.15717 16.75872 0.49 -2.08 0.03 -0.03
C 12.84110 17.12693 16.04229 -2.11 -3.60 -1.56 0.79
H 12.26992 15.30516 15.46263 1.16 -0.40 -0.54 0.37
H 11.01596 16.31766 16.50468 0.27 0.43 0.07 0.38
H 14.00712 15.91828 15.13972 0.48 -1.32 -0.57 0.46
Ca 15.41163 18.67776 14.80615 1.52 0.16 0.85 1.79
H 16.26641 21.87621 17.14835 -0.27 0.54 0.30 0.09
H 18.60447 14.84662 14.48281 -0.11 1.11 -0.33 0.19
H 16.79579 21.83416 14.81617 0.15 0.32 -0.54 0.18
H 18.11023 22.65533 15.72775 -0.20 0.49 0.02 0.17
O 16.43179 19.90094 16.58521 -0.34 0.36 -0.58 -1.03
N 11.59763 17.14335 16.50436 -3.02 1.60 1.90 -0.84
C 18.10636 14.75599 15.44809 0.12 0.11 -0.27 -0.64
C 14.07719 17.20278 11.84497 -2.28 0.28 2.47 0.72
H 12.56150 16.24104 10.86087 -0.11 0.12 0.57 0.37
H 17.56947 13.83419 15.22417 -0.76 -0.01 0.68 0.18
H 13.91463 23.56164 14.34126 0.04 -0.35 0.33 0.38
O 13.57606 18.02906 15.90439 1.75 3.57 0.86 -0.69
H 14.24281 22.27743 15.55019 0.60 0.98 0.23 0.42
H 15.16026 21.55048 12.15758 0.13 -0.49 -0.08 0.40
H 15.59425 17.19796 10.73158 0.07 -0.02 -1.43 0.41
H 13.91559 16.92494 9.95989 1.55 0.30 -0.59 0.38
H 16.16130 21.50754 10.74458 -0.88 0.71 0.17 0.29
N 13.07645 15.90915 15.53197 0.85 -0.35 0.19 -0.87
H 18.38163 21.11474 15.03703 -0.17 -0.62 0.30 0.20
H 12.78636 22.96732 12.81555 -0.59 -0.42 -0.78 0.34
H 12.20353 16.91816 12.42123 -0.17 -0.20 -0.25 0.39
O 16.33525 16.57992 15.12768 0.96 -0.80 0.72 -1.07
N 12.81948 16.85074 11.62363 -5.00 -0.75 2.22 -0.88
```
Positions in Å, forces in eV/Å.

As for the spin multiplicity: 2. As for the total charge: -1. The value obtained for the frontier orbital gap (alpha / beta) is 2.32 / 6.33 eV.


> The highest total charge belongs to which entry?

C8H25N4Si


> The lowest total charge belongs to which entry?

C8H26CaN8O6


> total charge of number 2 (C8H26CaN8O6)?

-1